Version P
DFT (ωB97M-V/def2-TZVPD) results for the ion C4H7N4 with charge +1.

## Properties
molar mass	111.13	g/mol
SMILES	C=[N+](C)n1cncn1
net charge	+1
LUMO (alpha / beta)	-5.11 / -5.10	eV
highest occupied orbital energy (alpha / beta)	-13.7 / -13.7	eV
frontier orbital gap (alpha / beta)	8.563 / 8.564	eV

CARTESIAN COORDINATES (ANGSTROEM)
1 C -0.0804 -2.3604 -0.5164
2 C -1.7995 -1.0641 -0.7654
3 C 0.0435 2.0672 -0.4844
4 C 1.0909 0.7949 1.2188
5 N -1.4246 -2.2309 -0.7709
6 N 0.5339 -1.2635 -0.1452
7 N -0.2282 -0.2632 -0.3563
8 N 0.2344 0.9432 0.0577
9 H 0.4191 -3.2991 -0.4465
10 H -2.8219 -0.6076 -0.7460
11 H -0.5089 2.2653 -1.4443
12 H 0.4733 3.0535 -0.2346
13 H 1.6754 1.7014 1.5282
14 H 1.8092 -0.1070 0.9915
15 H 0.5838 0.3704 2.1137



Version Q
DFT (ωB97M-V/def2-TZVPD) results for a cluster of 2 separate species, C4H7N4 in total.

## Properties
molar mass	111.13	g/mol
net charge	+1
LUMO	-3.01	eV
highest occupied orbital energy	-12.6	eV
frontier orbital gap	9.600	eV

CARTESIAN COORDINATES (ANGSTROEM)
1 C 3.0358 0.0257 0.7924
2 C 1.7318 -0.3748 0.6104
3 C 3.9276 0.0358 -0.2013
4 C -2.6952 0.2259 -0.5138
5 N 4.8094 -0.0960 -1.0236
6 N -3.9944 0.2179 -0.3810
7 N 0.6012 -0.5870 0.4481
8 N -1.9622 -0.0035 0.5080
9 H 3.4528 0.1398 1.7904
10 H 5.3791 0.4975 -1.6147
11 H -4.4836 0.2942 -1.2878
12 H -4.1921 -0.4609 0.2787
13 H -2.1981 0.4884 -1.3578
14 H -2.4864 -0.2204 1.4346
15 H -0.9257 -0.1826 0.5173



The winner here is version Q, beating the second structure by 3.487 eV.



Version P
DFT (ωB97M-V/def2-TZVPD) results for a cluster of 11 separate species, C29H86N6O11 in total.

## Properties
molar mass	695.04	g/mol
SMILES	COC[C@H](C)N.COC[C@H](C)N.COC[C@H](C)N.COC[C@H](C)N.COC[C@H](C)N.COC[C@H](C)N.CO.CO.CO.CO.CO
LUMO	0.35	eV
highest occupied orbital energy	-8.8	eV
frontier orbital gap	9.138	eV

CARTESIAN COORDINATES (ANGSTROEM)
1 C -2.9296 -20.6563 19.9701
2 O -2.7755 -19.3679 20.5988
3 H -2.0890 -20.8621 19.3073
4 H -2.8947 -21.5085 20.6488
5 H -3.8843 -20.6539 19.4442
6 H -2.9836 -18.6477 19.9991
7 C -2.8583 -16.4038 17.7943
8 O -3.3956 -17.5440 18.4083
9 H -2.0160 -16.8654 17.2789
10 H -3.5477 -16.0431 17.0310
11 H -2.5360 -15.6263 18.4868
12 H -4.0328 -18.0030 17.8562
13 C 0.0501 -16.2202 20.7238
14 O 1.1612 -15.3335 20.6465
15 H -0.8675 -15.6994 20.4498
16 H 0.2249 -17.0063 19.9893
17 H -0.1368 -16.6381 21.7130
18 H 1.7614 -15.6719 21.3150
19 C 0.7083 -16.6128 12.9973
20 O 1.2010 -16.0571 14.2293
21 H 0.1017 -15.8753 12.4716
22 H 1.5410 -16.8792 12.3464
23 H 0.1200 -17.5213 13.1262
24 H 0.8730 -15.1549 14.2362
25 C 3.7714 -15.7795 18.6930
26 O 4.6630 -16.4862 17.9442
27 H 3.2256 -15.0746 18.0660
28 H 3.0758 -16.5169 19.0936
29 H 4.2140 -15.2244 19.5201
30 H 4.0954 -16.8635 17.2682
31 C 4.3892 -17.5172 9.5046
32 C 4.1625 -17.3924 11.0422
33 C 5.4368 -17.5899 11.7963
34 O 5.2356 -17.7540 13.1452
35 C 6.4294 -17.4969 13.9371
36 N 3.5921 -16.0549 11.1571
37 H 4.4588 -18.5881 9.3134
38 H 5.2766 -16.9592 9.2061
39 H 3.5173 -17.1357 8.9733
40 H 3.4660 -18.1174 11.4634
41 H 6.0021 -16.6802 11.5937
42 H 6.1057 -18.3657 11.4239
43 H 7.2362 -18.1882 13.6936
44 H 6.2091 -17.4391 15.0031
45 H 6.7697 -16.4772 13.7568
46 H 3.4137 -15.9107 12.1407
47 H 4.1793 -15.2893 10.8584
48 C 1.8516 -27.6474 16.2520
49 C 1.5370 -26.4692 17.1524
50 C 2.2187 -25.1156 16.7193
51 O 1.6397 -23.8968 17.3064
52 C 1.9953 -22.6651 16.6837
53 N 0.1279 -26.2246 16.9767
54 H 1.3387 -28.5958 16.4122
55 H 2.9096 -27.8810 16.3711
56 H 1.6953 -27.4057 15.2007
57 H 1.8498 -26.6449 18.1817
58 H 2.0495 -25.1102 15.6426
59 H 3.3031 -25.0897 16.8266
60 H 3.0297 -22.6918 16.3409
61 H 1.8514 -21.8359 17.3763
62 H 1.3045 -22.6277 15.8414
63 H 0.0337 -26.1698 15.9726
64 H 0.0398 -25.2990 17.3713
65 C 3.7841 -19.5640 16.1566
66 C 2.7234 -18.7699 15.5036
67 C 1.4981 -18.4810 16.3651
68 O 0.8736 -19.6878 16.7456
69 C -0.2277 -19.5757 17.6212
70 N 3.3642 -17.4688 15.2984
71 H 3.9479 -19.3064 17.2030
72 H 4.7314 -19.4156 15.6382
73 H 3.5389 -20.6256 16.1238
74 H 2.4762 -19.2218 14.5430
75 H 0.7767 -17.7713 15.9603
76 H 1.8195 -17.9963 17.2870
77 H 0.0119 -19.3573 18.6619
78 H -0.7871 -20.5099 17.6706
79 H -0.9305 -18.8594 17.1957
80 H 3.8740 -17.5440 14.4297
81 H 2.6479 -16.8324 14.9788
82 C 6.7849 -20.2027 18.2722
83 C 7.7834 -19.2674 18.9064
84 C 7.9632 -17.9033 18.2084
85 O 9.1703 -17.2418 18.4980
86 C 10.3621 -17.8090 17.9626
87 N 7.5097 -19.0962 20.3323
88 H 7.2259 -20.5754 17.3477
89 H 5.8343 -19.7190 18.0475
90 H 6.7272 -21.0732 18.9258
91 H 8.7566 -19.7575 18.8803
92 H 7.1537 -17.2866 18.5988
93 H 7.7339 -18.0484 17.1527
94 H 10.4977 -18.8472 18.2660
95 H 11.2400 -17.3414 18.4083
96 H 10.3255 -17.8497 16.8739
97 H 8.2939 -18.6997 20.8301
98 H 7.4172 -19.9871 20.7991
99 C -2.7675 -22.1990 15.7429
100 C -4.3397 -22.3493 15.6300
101 C -4.6877 -23.8107 15.2526
102 O -6.1476 -23.9731 15.1326
103 C -6.5563 -25.2249 14.5936
104 N -4.9813 -21.9272 16.8850
105 H -2.3213 -22.7777 16.5517
106 H -2.4779 -21.1723 15.9667
107 H -2.2898 -22.4376 14.7926
108 H -4.7416 -21.6722 14.8762
109 H -4.2857 -24.5424 15.9534
110 H -4.2382 -24.0228 14.2825
111 H -6.3880 -25.9674 15.3737
112 H -5.9792 -25.5003 13.7108
113 H -7.6144 -25.0746 14.3792
114 H -5.9577 -22.1811 16.8359
115 H -4.6494 -22.5804 17.5802
116 C 2.4057 -19.6206 20.1145
117 C 2.9176 -20.7020 21.0969
118 C 2.2164 -22.0158 20.8116
119 O 0.8032 -21.9528 20.8728
120 C 0.1689 -23.1835 20.6084
121 N 4.3480 -20.8885 20.8312
122 H 3.1011 -18.7820 20.1503
123 H 1.3824 -19.3806 20.4032
124 H 2.4598 -19.9147 19.0663
125 H 2.6897 -20.3891 22.1159
126 H 2.6195 -22.8073 21.4434
127 H 2.3954 -22.2819 19.7699
128 H 0.1303 -23.7268 21.5526
129 H 0.6590 -23.7480 19.8152
130 H -0.8798 -23.0037 20.3718
131 H 4.7522 -19.9640 20.8774
132 H 4.3581 -21.0500 19.8343



Version Q
DFT (ωB97M-V/def2-TZVPD) results for a cluster of 11 separate species, C29H86N6O11 in total.

## Properties
molar mass	695.04	g/mol
SMILES	COC[C@H](C)N.COC[C@H](C)N.COC[C@H](C)N.COC[C@H](C)N.COC[C@H](C)N.COC[C@H](C)N.CO.CO.CO.CO.CO
LUMO	0.33	eV
highest occupied orbital energy	-9.0	eV
frontier orbital gap	9.286	eV

CARTESIAN COORDINATES (ANGSTROEM)
1 C -7.7811 -0.8419 5.0719
2 O -7.6270 0.4465 5.7007
3 H -6.9405 -1.0477 4.4092
4 H -7.7462 -1.6941 5.7506
5 H -8.7358 -0.8396 4.5461
6 H -7.8352 1.1667 5.1010
7 C -7.7984 5.6754 1.4960
8 O -8.3357 4.5353 2.1100
9 H -6.9561 5.2139 0.9806
10 H -8.4878 6.0362 0.7327
11 H -7.4761 6.4530 2.1885
12 H -8.9729 4.0762 1.5580
13 C -2.6926 6.2773 6.3456
14 O -1.5814 7.1639 6.2682
15 H -3.6101 6.7980 6.0716
16 H -2.5177 5.4911 5.6110
17 H -2.8794 5.8593 7.3348
18 H -0.9812 6.8255 6.9367
19 C -1.7833 5.7212 -6.2319
20 O -1.2905 6.2768 -4.9999
21 H -2.3898 6.4587 -6.7576
22 H -0.9505 5.4548 -6.8828
23 H -2.3715 4.8126 -6.1030
24 H -1.6185 7.1790 -4.9930
25 C 3.2553 6.7845 2.7930
26 O 4.1469 6.0779 2.0441
27 H 2.7095 7.4895 2.1659
28 H 2.5597 6.0472 3.1935
29 H 3.6979 7.3397 3.6200
30 H 3.5792 5.7006 1.3681
31 C 4.6489 4.2512 -10.7413
32 C 4.4222 4.3760 -9.2037
33 C 5.6965 4.1786 -8.4496
34 O 5.4953 4.0145 -7.1007
35 C 6.6891 4.2716 -6.3088
36 N 3.8518 5.7136 -9.0888
37 H 4.7184 3.1804 -10.9325
38 H 5.5363 4.8093 -11.0398
39 H 3.7770 4.6328 -11.2726
40 H 3.7257 3.6510 -8.7825
41 H 6.2618 5.0882 -8.6522
42 H 6.3654 3.4027 -8.8220
43 H 7.4958 3.5802 -6.5523
44 H 6.4688 4.3294 -5.2428
45 H 7.0294 5.2912 -6.4891
46 H 3.6733 5.8578 -8.1052
47 H 4.4390 6.4791 -9.3875
48 C -0.0409 -11.0953 -0.8048
49 C -0.3554 -9.9171 0.0955
50 C 0.3263 -8.5635 -0.3376
51 O -0.2527 -7.3447 0.2495
52 C 0.1029 -6.1130 -0.3732
53 N -1.7645 -9.6725 -0.0802
54 H -0.5537 -12.0437 -0.6447
55 H 1.0171 -11.3289 -0.6858
56 H -0.1971 -10.8536 -1.8562
57 H -0.0427 -10.0928 1.1248
58 H 0.1571 -8.5581 -1.4143
59 H 1.4107 -8.5376 -0.2303
60 H 1.1373 -6.1398 -0.7160
61 H -0.0410 -5.2838 0.3194
62 H -0.5880 -6.0756 -1.2155
63 H -1.8587 -9.6178 -1.0843
64 H -1.8526 -8.7469 0.3144
65 C 2.0932 1.1480 -1.0980
66 C 1.0325 1.9422 -1.7510
67 C -0.1928 2.2310 -0.8895
68 O -0.8173 1.0243 -0.5090
69 C -1.9186 1.1363 0.3666
70 N 1.6733 3.2433 -1.9562
71 H 2.2570 1.4056 -0.0516
72 H 3.0405 1.2965 -1.6163
73 H 1.8480 0.0865 -1.1307
74 H 0.7853 1.4903 -2.7116
75 H -0.9142 2.9407 -1.2943
76 H 0.1286 2.7157 0.0324
77 H -1.6790 1.3548 1.4073
78 H -2.4780 0.2021 0.4160
79 H -2.6214 1.8526 -0.0589
80 H 2.1831 3.1680 -2.8248
81 H 0.9570 3.8796 -2.2758
82 C 9.1135 0.5199 2.4847
83 C 10.1120 1.4553 3.1189
84 C 10.2919 2.8194 2.4208
85 O 11.4989 3.4809 2.7105
86 C 12.6908 2.9136 2.1750
87 N 9.8383 1.6264 4.5448
88 H 9.5546 0.1473 1.5602
89 H 8.1629 1.0037 2.2600
90 H 9.0559 -0.3505 3.1382
91 H 11.0853 0.9652 3.0927
92 H 9.4824 3.4361 2.8113
93 H 10.0626 2.6743 1.3652
94 H 12.8263 1.8755 2.4784
95 H 13.5687 3.3813 2.6207
96 H 12.6542 2.8730 1.0864
97 H 10.6226 2.0229 5.0426
98 H 9.7458 0.7356 5.0115
99 C -8.7752 -4.3672 -2.0334
100 C -10.3475 -4.5175 -2.1463
101 C -10.6954 -5.9789 -2.5237
102 O -12.1554 -6.1413 -2.6437
103 C -12.5640 -7.3931 -3.1827
104 N -10.9891 -4.0954 -0.8913
105 H -8.3291 -4.9459 -1.2246
106 H -8.4857 -3.3404 -1.8096
107 H -8.2976 -4.6057 -2.9837
108 H -10.7493 -3.8404 -2.9000
109 H -10.2935 -6.7106 -1.8229
110 H -10.2460 -6.1910 -3.4938
111 H -12.3957 -8.1355 -2.4026
112 H -11.9870 -7.6685 -4.0654
113 H -13.6221 -7.2428 -3.3971
114 H -11.9654 -4.3493 -0.9404
115 H -10.6571 -4.7486 -0.1961
116 C 0.8054 -0.5074 5.5867
117 C 1.3173 -1.5888 6.5691
118 C 0.6161 -2.9026 6.2838
119 O -0.7971 -2.8395 6.3449
120 C -1.4314 -4.0703 6.0806
121 N 2.7477 -1.7752 6.3034
122 H 1.5008 0.3313 5.6225
123 H -0.2179 -0.2674 5.8753
124 H 0.8595 -0.8014 4.5385
125 H 1.0894 -1.2759 7.5880
126 H 1.0192 -3.6941 6.9155
127 H 0.7951 -3.1687 5.2420
128 H -1.4700 -4.6135 7.0248
129 H -0.9413 -4.6348 5.2873
130 H -2.4800 -3.8905 5.8439
131 H 3.1519 -0.8508 6.3495
132 H 2.7579 -1.9368 5.3064



The winner here is version P, beating the second structure by 1.620 eV.



Version P
DFT (ωB97M-V/def2-TZVPD) results for a cluster of 2 separate species, C3H2BrCl2F in total.

## Properties
molar mass	207.86	g/mol
LUMO (alpha / beta)	-0.38 / -0.71	eV
highest occupied orbital energy (alpha / beta)	-9.1 / -8.5	eV
frontier orbital gap (alpha / beta)	8.688 / 7.830	eV

CARTESIAN COORDINATES (ANGSTROEM)
1 C -2.0192 -0.4790 -0.0684
2 C -0.8692 -1.0428 0.0978
3 C 1.7204 0.9848 0.2283
4 F 2.2034 1.4098 1.4134
5 Cl 2.7308 -0.1922 -0.5054
6 Cl 1.2089 2.2953 -0.7704
7 Br 0.0855 -2.5504 -0.1255
8 H -2.8983 -0.9841 -0.4615
9 H -2.1623 0.5585 0.1917



Version Q
DFT (ωB97M-V/def2-TZVPD) results for a structure of composition C3H2BrCl2F.

## Properties
molar mass	207.86	g/mol
LUMO (alpha / beta)	-0.77 / -1.33	eV
highest occupied orbital energy (alpha / beta)	-9.5 / -8.9	eV
frontier orbital gap (alpha / beta)	8.702 / 7.612	eV

CARTESIAN COORDINATES (ANGSTROEM)
1 C 0.4577 -0.7211 0.6470
2 C -0.2787 -0.4562 1.7241
3 C -0.2433 0.4811 -1.7299
4 F 0.1002 -0.5126 2.9881
5 Cl 2.0994 -0.8389 0.4990
6 Cl -1.9919 -0.1739 1.7181
7 Br 1.4662 1.0519 -1.7231
8 H -0.5940 -0.0852 -2.6131
9 H -1.0156 1.2548 -1.5103



The winner here is version P, beating the second structure by 0.472 eV.



Version P
DFT (ωB97M-V/def2-TZVPD) results for the molecule CH4N2P2.

## Properties
molar mass	106.00	g/mol
SMILES	[H]/N=P/NP=C
LUMO	-0.21	eV
highest occupied orbital energy	-9.1	eV
frontier orbital gap	8.847	eV

CARTESIAN COORDINATES (ANGSTROEM)
1 C 0.7910 1.1748 -1.7448
2 N -0.7060 -1.7622 1.9395
3 N -0.2963 0.2928 0.6390
4 P -0.4317 -1.3803 0.4465
5 P 0.1794 1.6791 -0.2793
6 H 1.2476 2.1576 -2.2831
7 H 0.9600 0.2657 -2.2877
8 H -1.0349 -2.8278 1.9837
9 H -0.7092 0.4003 1.5862



Version Q
DFT (ωB97M-V/def2-TZVPD) results for a cluster of 2 separate species, CH4N2P2 in total.

## Properties
molar mass	106.00	g/mol
LUMO (alpha / beta)	-0.66 / -0.64	eV
highest occupied orbital energy (alpha / beta)	-7.9 / -9.3	eV
frontier orbital gap (alpha / beta)	7.270 / 8.667	eV

CARTESIAN COORDINATES (ANGSTROEM)
1 C 0.2444 1.1392 0.0890
2 N -0.9291 0.4401 -0.2643
3 N 1.1738 0.8421 1.1240
4 P -1.2717 2.1348 0.0410
5 P 1.9733 1.0717 -0.3830
6 H -0.9869 0.0962 -1.2181
7 H 1.1428 -0.0612 1.5831
8 H -1.6124 1.8952 1.3845
9 H 1.2812 -1.6665 -1.6366



The winner here is version P, beating the second structure by 4.632 eV.



Version P
DFT (ωB97M-V/def2-TZVPD) results for a cluster of 2 separate species, C6H16 in total.

## Properties
⟨S²⟩	0.75
spin multiplicity	2
molar mass	88.19	g/mol
net charge	+1
LUMO (alpha / beta)	-2.80 / -9.99	eV
highest occupied orbital energy (alpha / beta)	-14.6 / -14.6	eV
frontier orbital gap (alpha / beta)	11.844 / 4.633	eV

CARTESIAN COORDINATES (ANGSTROEM)
1 C 2.5894 1.7277 1.0914
2 C 2.4594 0.2605 0.7643
3 H 3.4781 2.0134 1.6674
4 H 2.6367 2.4382 0.2655
5 H 1.9044 2.1066 1.8682
6 H 2.3375 -0.3497 1.6765
7 H 1.4541 0.1465 0.3816
8 H 3.3092 -0.1473 0.2277
9 C -1.2432 -0.0966 -0.5493
10 C -2.3996 -0.0988 0.4338
11 C -0.4262 -1.4491 -0.1764
12 C -1.6171 -0.4987 -1.9949
13 H -0.7102 0.8381 -0.4145
14 H -3.0854 -0.9365 0.5050
15 H -3.0647 0.7112 0.0525
16 H 0.1535 -1.1053 0.6968
17 H -1.0551 -2.2919 0.0832
18 H 0.3684 -1.6844 -0.8827
19 H -2.3185 0.2365 -2.4144
20 H -0.7353 -0.4634 -2.6437
21 H -1.9933 -1.5149 -2.0703
22 H -2.0421 0.1579 1.4321



Version Q
DFT (ωB97M-V/def2-TZVPD) results for a cluster of 2 separate species, C6H16 in total.

## Properties
⟨S²⟩	0.75
spin multiplicity	2
molar mass	88.19	g/mol
net charge	+1
LUMO (alpha / beta)	-2.87 / -10.56	eV
highest occupied orbital energy (alpha / beta)	-14.3 / -14.3	eV
frontier orbital gap (alpha / beta)	11.378 / 3.693	eV

CARTESIAN COORDINATES (ANGSTROEM)
1 C 0.4310 0.6057 3.2097
2 C 1.4839 1.4493 2.3684
3 H -0.3677 1.3925 3.3888
4 H -0.0947 -0.0897 2.6021
5 H 0.6347 0.3504 4.2574
6 H 1.0279 2.1603 1.6911
7 H 2.0610 0.8404 1.6268
8 H 2.2167 1.9508 2.9167
9 C -0.5395 -0.4029 -1.0483
10 C 0.8013 0.2109 -1.6612
11 C -1.6249 -0.0747 -2.2089
12 C -0.6248 -1.9153 -0.8506
13 H -0.6353 0.0731 0.0399
14 H 0.6436 0.4236 -2.8542
15 H 1.7071 -0.4527 -1.5928
16 H -1.5495 0.8252 -2.7099
17 H -1.6035 -0.9015 -2.8762
18 H -2.6490 -0.0918 -1.9125
19 H -0.9025 -2.3997 -1.7953
20 H 0.3600 -2.3129 -0.4911
21 H -1.3125 -2.1757 0.0091
22 H 0.9014 1.1694 -1.1548



The winner here is version P, beating the second structure by 1.159 eV.